Entry from OMol25: a gas-phase ion, C2H6NS (charge -1) (ωB97M-V/def2-TZVPD).

```
10
Properties=species:S:1:pos:R:3:forces:R:3
N 1.6452 0.4945 0.9860 -0.5613 0.5548 0.4306
C 0.3051 -0.0480 1.2618 -0.2301 -0.0471 0.3142
C -0.7935 0.3412 0.2754 -0.1218 -0.1759 0.2409
S -0.5901 -0.4260 -1.3534 0.0387 0.0789 -0.1850
H 1.5292 1.2460 0.3125 0.0678 -0.0442 -0.0223
H 2.1503 -0.2092 0.4992 0.4339 -0.4785 -0.5872
H 0.3667 -1.1367 1.2697 0.0207 -0.0912 -0.0469
H -0.0099 0.2344 2.2773 0.0967 0.2178 0.0241
H -0.8585 1.4361 0.2159 0.1903 0.0673 -0.0658
H -1.7458 0.0441 0.7407 0.0650 -0.0818 -0.1026
```
Positions in Å, forces in eV/Å.

Computed properties:
- SMILES: NCC[S-]
- Charge: -1
- Energy: -14497.304 eV
- Kohn-Sham gap: 0.24589 hartree
- HOMO: -2.28 eV
- Multiplicity: 1
- Energy relative to the best compared isomer or geometry (same formula, charge and spin): 13.3 kJ/mol

***

Entry from OMol25: 3 unconnected molecules or ions with the total composition C4H12NO2 (ωB97M-V/def2-TZVPD).

```
19
Properties=species:S:1:pos:R:3:forces:R:3
C -1.6058 -1.7259 -1.2827 0.1787 0.5170 0.4347
C -0.1834 -1.5666 -0.8348 -0.4683 0.1150 0.0905
C 0.9063 -1.7433 -1.5514 0.6566 -0.0339 -0.4452
C -0.7863 -0.5524 1.2779 -0.6974 -0.5510 -0.0801
N 0.0235 -1.2128 0.5498 0.3783 0.6221 -0.2411
H -2.1929 -2.1671 -0.4782 -0.0459 -0.4417 -0.1673
H -1.6178 -2.3220 -2.1852 -0.1908 -0.1532 -0.0205
H -2.0983 -0.7737 -1.4877 0.1830 0.1195 -0.1693
H 1.8942 -1.6265 -1.1354 0.1359 0.0432 0.2421
H 0.9129 -1.9751 -2.6087 -0.3700 -0.0999 0.0988
H -0.6414 -0.4427 2.3495 0.4195 0.3538 -0.3604
H -1.7003 -0.2094 0.8003 -0.0524 -0.1534 0.2827
H 0.9766 -1.3417 0.8894 -0.1830 -0.3041 0.3402
H 0.5308 5.5050 -0.0941 0.1882 -0.0846 -0.0103
H -0.6575 4.5786 -0.1165 0.4471 -0.1106 -0.0147
O 0.3143 4.5650 -0.0961 -0.6409 0.1669 0.0436
H 1.6851 1.4251 2.5834 -0.1872 -0.1758 0.0408
H 2.5266 0.8928 1.4684 -0.0971 -0.1278 -0.0541
O 1.7133 0.6927 1.9521 0.3457 0.2985 -0.0103
```
Positions in Å, forces in eV/Å.

Computed properties:
- Charge: +1
- Energy: -9920.042 eV
- Kohn-Sham gap: 0.33541 hartree
- HOMO: -14.05 eV
- Multiplicity: 1
- Energy relative to the best compared isomer or geometry (same formula, charge and spin): 211.1 kJ/mol

***

Entry from OMol25: 9 unconnected molecules or ions with the total composition C5H29N2O9 at a distorted geometry (ωB97M-V/def2-TZVPD).

```
45
Properties=species:S:1:pos:R:3:forces:R:3
C -1.2774 -1.9725 2.1891 0.2454 -2.0942 -0.8130
O -2.0491 -1.6656 0.9930 -0.1973 1.1566 0.5255
C 0.1864 -1.9373 1.8384 0.8462 1.1815 0.0979
C 0.6890 -0.4377 1.7374 0.8894 -0.9551 2.1180
C 0.9388 0.0904 0.4102 0.8875 0.0666 -1.8594
C 1.9870 -0.1288 -0.4129 -0.9728 -0.0475 0.1323
N 2.2014 0.4924 -1.6310 1.2051 -0.2712 -0.4733
N -0.1446 0.8852 -0.1535 -2.7782 0.1965 1.0637
H -1.4323 -1.3494 3.0709 -0.5874 0.2574 -0.2939
H -1.6165 -3.0090 2.3621 0.4831 0.3051 0.7540
H -2.9541 -1.6336 1.3285 -0.0713 0.0977 -0.4163
H 0.3890 -2.3567 0.8231 -0.0739 -0.3271 1.1088
H 0.7963 -2.3988 2.6778 -0.8441 0.1067 -1.2586
H 0.1039 0.2661 2.3366 -0.5205 -0.2102 -0.3278
H 1.6203 -0.3865 2.3294 0.0216 -0.1329 -0.5638
H 2.8193 -0.8193 -0.2087 -0.7846 0.4173 0.5566
H 1.5456 0.8774 -2.2885 -0.7651 -0.0793 0.4309
H 2.8850 -0.0113 -2.1686 0.1532 -0.0182 -0.1730
H -1.0684 0.3458 -0.1863 1.5896 0.0479 -0.7702
H -0.5862 1.6217 0.4581 1.2682 0.0972 0.2517
H 0.0232 1.3747 -1.0280 -0.2694 -0.3354 -0.2434
H -1.8542 -3.3575 -2.2657 0.4426 0.0459 -0.5056
H -1.9115 -2.3759 -1.1755 0.5314 0.3467 0.2639
O -1.3691 -2.5757 -1.9601 -1.0240 -0.5987 0.6144
H 4.8987 1.1878 1.2502 0.1401 -0.0380 -0.3195
H 4.1241 1.0443 -0.1064 0.2638 0.1419 0.0470
O 4.0408 1.2752 0.8235 -0.0071 0.1260 0.4045
H 0.4830 -3.0670 -1.4920 -0.0907 0.0136 -0.0598
H 1.5130 -4.1003 -1.0354 0.0749 0.0696 -0.0424
O 1.4043 -3.1605 -1.2191 0.1071 -0.1022 0.0671
H -1.6603 2.9055 2.5833 0.0476 -0.0649 -0.2040
H -0.1443 2.6916 2.3978 0.1385 -0.0615 -0.0962
O -1.0137 2.3634 2.1150 -0.0463 0.1398 0.2707
H 2.0515 2.8665 1.0234 -0.1620 0.1043 0.0036
H 2.6905 2.3180 2.2316 -0.2952 -0.0605 0.1174
O 1.8480 2.7059 1.9528 0.1909 0.0584 -0.0890
H -4.3419 1.3388 -1.3136 -0.0168 -0.7182 -0.6431
H -3.5804 1.1016 -2.7637 -0.3993 -0.5359 0.5709
O -3.9122 1.7068 -2.0930 0.1711 1.0677 0.1348
H -1.1902 -0.3558 -3.7686 0.1667 0.2710 -0.1713
H -0.6883 -0.9559 -2.5067 0.1579 0.2566 -0.2226
O -0.6428 -0.1209 -3.0102 -0.2247 -0.2939 0.2410
H -1.6919 3.5397 -1.7331 0.3731 0.1372 0.2319
H -2.4880 2.3688 -1.3061 0.6120 0.1531 0.0953
O -1.6216 2.8078 -1.1059 -0.8764 0.0826 -0.5557
```
Positions in Å, forces in eV/Å.

Computed properties:
- Charge: +1
- Energy: -27057.424 eV
- Kohn-Sham gap: 0.30799 hartree
- HOMO: -11.09 eV
- Multiplicity: 1
- Energy relative to the best compared isomer or geometry (same formula, charge and spin): 262.7 kJ/mol

***

Entry from OMol25: a molecular structure, C19H17MnN7O2S (ωB97M-V/def2-TZVPD).

```
47
Properties=species:S:1:pos:R:3:forces:R:3
Mn 0.4049 0.1224 -0.2721 0.7183 -0.3841 0.1652
O 2.0219 -3.6223 0.2395 -0.0004 -0.0711 0.0452
C 1.7327 -2.4461 0.0466 0.0300 0.2758 -0.1086
N 0.5411 -1.8527 -0.0759 -0.0535 0.4300 0.0223
C -0.6897 -2.4891 0.0353 0.0679 0.0743 0.0112
C -0.9045 -3.8657 0.1644 0.0199 0.0022 -0.0004
C -2.1929 -4.3491 0.3141 -0.0493 -0.0294 0.0085
C -3.2884 -3.4952 0.3506 0.0185 0.0065 -0.0077
C -3.0918 -2.1292 0.2124 0.0371 -0.0392 -0.0196
C -1.8073 -1.6359 0.0418 0.1001 0.0263 0.0153
N -1.5485 -0.1955 -0.0169 -0.3391 -0.0711 -0.1782
C -2.1028 2.0144 -1.0241 0.2745 0.0954 -0.0417
O -3.0796 2.6363 -1.3730 0.0338 -0.0568 0.0071
C -0.9563 2.7987 -0.4052 -0.0971 -0.2113 -0.1152
C -1.1559 4.1584 -0.2183 0.1467 -0.0009 0.0721
C -0.1730 4.8998 0.4140 0.0396 -0.0565 0.0036
C 0.9659 4.2487 0.8641 -0.0482 0.0342 -0.0191
C 1.0857 2.8903 0.6345 -0.0032 -0.0193 0.0272
N 0.1623 2.1749 -0.0117 -0.1979 -0.0208 0.0811
C 2.8529 -1.4216 -0.1117 -0.0606 -0.0366 0.0737
C 4.1698 -1.8539 -0.1020 -0.0875 0.0272 -0.0016
C 5.1823 -0.9346 -0.3039 -0.0071 0.0783 -0.0163
C 4.8407 0.3923 -0.5286 -0.0107 -0.0889 0.0219
C 3.5034 0.7431 -0.5165 0.0377 0.1097 -0.0831
N 2.5190 -0.1283 -0.2884 -0.3136 -0.1768 -0.2526
H -0.0534 -4.5283 0.1564 -0.0082 0.0061 0.0010
H -2.3432 -5.4172 0.4106 -0.0084 -0.0010 0.0039
H -4.2884 -3.8887 0.4724 -0.0055 -0.0039 0.0010
H -3.9306 -1.4474 0.2061 -0.0054 0.0083 -0.0009
H -2.0786 4.6001 -0.5616 -0.0162 -0.0195 -0.0139
H -0.3030 5.9626 0.5665 0.0204 0.0128 0.0098
H 1.7570 4.7709 1.3828 -0.0162 0.0398 0.0131
H 1.9470 2.3418 0.9982 -0.0286 0.0166 -0.0815
H 4.3464 -2.9088 0.0518 0.0236 -0.0032 -0.0001
H 6.2183 -1.2457 -0.3057 0.0156 0.0021 0.0020
H 5.5880 1.1484 -0.7215 0.0273 -0.0066 -0.0041
H 3.2059 1.7629 -0.7319 -0.0218 -0.0366 0.0504
N -0.6250 0.2597 1.9932 -0.0688 0.0297 0.0456
N -1.8284 0.4487 1.2287 0.0438 0.0013 0.0362
C -2.0029 0.5078 -1.2850 -0.2061 -0.0114 0.2111
N -3.2623 0.0456 -1.7706 -0.0087 0.0058 0.0725
S -0.5835 0.2639 -2.4074 0.0940 0.0689 0.0031
H -0.6241 -0.6180 2.5075 -0.0812 0.0143 -0.0135
H -0.5263 1.0374 2.6339 -0.0391 -0.0357 0.0203
H -2.6070 -0.0303 1.6771 0.0249 0.0168 -0.0046
H -3.8624 0.8291 -1.9972 0.0279 0.0059 -0.0628
H -3.1356 -0.5543 -2.5734 -0.0193 -0.0078 0.0011
```
Positions in Å, forces in eV/Å.

Computed properties:
- Energy: -76659.714 eV
- Kohn-Sham gap (alpha / beta): 0.25957 / 0.23832 hartree
- HOMO (alpha / beta): -7.40 / -6.91 eV
- Multiplicity: 2
- Energy relative to the best compared isomer or geometry (same formula, charge and spin): 25.1 kJ/mol